No. 1
Molecular formula: C4H6N2
Method: DFT, the ωB97M-V functional and the def2-TZVPD basis

```
! wB97M-V def2-TZVPD RIJCOSX def2/J DEFGRID3
* xyz 0 1
N -0.701 1.182 1.393
N 2.233 -0.126 -1.001
C -1.127 -1.042 -1.022
C 0.509 1.520 1.578
C 1.260 -0.718 -1.217
C 0.053 -1.451 -1.488
H 1.243 1.310 0.798
H -1.273 1.429 2.203
H 0.880 2.013 2.485
H -2.025 -1.613 -1.242
H 0.164 -2.349 -2.089
H -1.216 -0.154 -0.396
*
```

The calculated total energy comes out at -7223.5662 eV. As for the SMILES: C=CC#N.C=N.

***

No. 2
Molecular formula: C3H7N3OS
Method: DFT, the ωB97M-V functional and the def2-TZVPD basis

```
! wB97M-V def2-TZVPD RIJCOSX def2/J DEFGRID3
* xyz 0 1
S -1.940 -1.542 -0.379
O 2.818 0.007 -0.357
N -2.730 1.387 0.126
N 0.756 -1.545 0.640
N -0.923 -0.217 -0.434
C 1.474 0.614 -0.141
C -1.543 1.033 0.049
C 0.389 -0.405 0.111
H 1.620 1.283 0.642
H -3.607 0.762 0.085
H 1.815 -1.654 0.650
H -0.735 1.803 0.180
H -1.448 -1.914 0.947
H 1.323 1.164 -1.086
H 2.730 -0.776 -1.033
*
```

The calculated total energy comes out at -20574.9530 eV. As for the SMILES: [H]/N=C\N(S)/C(CO)=N/[H].

***

The records above give, respectively, highest occupied orbital energy values of -10.3, -9.4 eV.
The records above give, respectively, energy relative to the best compared isomer or geometry (same formula, charge and spin) values of 195.4, 311.7 kJ/mol.
The records above give, respectively, HOMO-LUMO gap values of 10.984, 9.974 eV.